Record 1
The following is a DFT calculation (wB97M-V/def2-TZVPD) of a molecular structure, C17H24AuF5N3O2Ta.

Frontier orbital gap (alpha / beta) ... 3.26 / 3.27 eV
Relative energy (zero: lowest compared OMol25 entry of this formula, charge and spin) ... 170.0 kJ/mol
Molecular weight ... 775.3 g/mol
2S+1 ... 1
Charge ... +2

Element x y z (Å)
N -0.975 -1.301 1.256
C -2.695 -3.438 3.800
O -3.121 -4.182 4.568
Au -1.914 -2.360 2.577
Ta -0.079 -0.159 0.161
N -1.100 -0.063 -1.554
N 1.805 -0.705 -0.328
C -2.297 -0.821 -1.934
C 2.988 -0.636 0.547
C -1.992 -2.307 -1.778
C -2.737 -0.548 -3.372
C -3.438 -0.441 -0.992
C 3.942 -1.795 0.271
C 3.698 0.698 0.302
C 2.547 -0.687 2.012
H -1.156 -2.590 -2.432
H -2.877 -2.881 -2.077
H -1.740 -2.567 -0.743
H -3.092 0.480 -3.505
H -3.572 -1.217 -3.611
H -1.928 -0.753 -4.080
H -3.168 -0.638 0.051
H -4.329 -1.031 -1.244
H -3.678 0.624 -1.091
H 3.416 -2.752 0.350
H 4.745 -1.785 1.017
H 4.403 -1.719 -0.718
H 4.001 0.795 -0.746
H 4.588 0.766 0.940
H 3.028 1.531 0.555
H 1.968 0.206 2.293
H 3.441 -0.711 2.646
H 1.944 -1.582 2.215
C 2.046 -1.010 -1.735
H 1.092 -1.006 -2.283
H 2.718 -0.275 -2.215
H 2.498 -2.008 -1.862
C -0.885 1.228 -2.225
H -1.825 1.790 -2.350
H -0.189 1.861 -1.646
H -0.439 1.076 -3.222
F -1.526 5.413 4.468
C -1.141 4.515 3.543
C 0.206 4.444 3.173
F 1.106 5.296 3.710
C 0.611 3.484 2.268
F 1.913 3.386 1.889
C -0.318 2.567 1.756
O 0.084 1.546 1.002
C -1.681 2.710 2.066
F -2.580 1.870 1.480
C -2.093 3.663 2.971
F -3.394 3.761 3.317

Record 2
The following is a DFT calculation (wB97M-V/def2-TZVPD) of a molecular structure, CH3BrO3.

Frontier orbital gap ... 11.37 eV
Relative energy (zero: lowest compared OMol25 entry of this formula, charge and spin) ... 281.8 kJ/mol
Molecular weight ... 142.9 g/mol
2S+1 ... 1

Element x y z (Å)
C 0.409 -0.497 -0.417
O 1.063 -0.919 0.785
O -0.976 -0.175 -0.610
O -1.423 0.811 0.237
Br 0.529 -1.888 -1.630
H -1.743 0.453 1.067
H 1.089 0.317 -0.604
H 0.776 -1.779 0.940

Record 3
The following is a DFT calculation (wB97M-V/def2-TZVPD) of 2 unconnected molecules or ions with the total composition C10H13O2.

Frontier orbital gap (alpha / beta) ... 2.76 / 7.75 eV
Relative energy (zero: lowest compared OMol25 entry of this formula, charge and spin) ... 142.4 kJ/mol
Molecular weight ... 165.2 g/mol
2S+1 ... 2
Charge ... -2

Element x y z (Å)
C 1.475 0.212 1.986
C 1.907 -0.311 0.623
C 1.673 1.773 2.195
O 2.840 2.143 2.266
O 0.621 2.393 2.267
H 0.377 0.223 2.131
H 2.029 -0.247 2.908
H 1.600 0.467 -0.122
H 1.481 -1.262 0.373
H 3.023 -0.206 0.347
C -1.690 1.003 0.669
C -0.993 -2.174 -1.293
C -0.532 -1.663 -2.538
C -1.388 -1.325 -0.267
C -1.297 0.137 -0.476
C -0.641 -0.257 -2.753
C -0.946 0.546 -1.721
H -1.175 -3.314 -1.174
H -0.286 -2.194 -3.412
H -1.798 -1.538 0.655
H -0.265 0.236 -3.617
H -1.227 2.020 0.361
H -1.116 0.622 1.504
H -0.949 1.705 -1.802
H -2.723 1.012 0.891

Record 4
The following is a DFT calculation (wB97M-V/def2-TZVPD) of a molecular structure, C12H24IN5O9RuS2.

Frontier orbital gap (alpha / beta) ... 7.25 / 7.29 eV
Relative energy (zero: lowest compared OMol25 entry of this formula, charge and spin) ... 129.4 kJ/mol
Molecular weight ... 674.5 g/mol
2S+1 ... 1

Element x y z (Å)
Ru 0.873 0.413 -1.900
O -1.630 -0.431 -2.452
S -0.802 -0.329 -3.687
O -1.401 -0.857 -4.866
O -0.260 1.070 -3.756
O 0.528 -1.050 -3.290
I 3.452 0.473 -3.670
C 2.773 -0.254 -1.807
H 3.327 0.213 -1.000
H 2.777 -1.336 -1.857
O -0.591 -1.096 1.118
C -0.309 -1.607 0.056
O 0.622 -1.266 -0.792
C -1.039 -2.886 -0.354
N -1.105 -2.978 -1.842
C -2.196 -3.932 -2.204
C -3.054 -4.035 -0.931
C -2.514 -2.951 0.006
H -0.488 -3.749 0.031
H -0.200 -3.144 -2.281
H -1.382 -1.991 -2.143
H -1.755 -4.885 -2.489
H -2.722 -3.518 -3.061
H -2.920 -5.019 -0.481
H -4.112 -3.910 -1.145
H -2.670 -3.174 1.058
H -2.963 -1.980 -0.208
C 3.306 4.157 -2.090
S 2.406 3.126 -0.985
O 3.343 2.326 -0.223
O 1.518 3.955 -0.211
O 1.628 2.262 -1.961
H 3.700 4.985 -1.506
H 2.632 4.517 -2.861
H 4.108 3.572 -2.530
C 0.659 0.261 4.144
C -0.305 1.443 4.163
C -1.743 0.974 3.960
C 0.074 2.519 3.150
N 0.078 2.033 1.773
C 0.989 1.321 1.119
N 0.511 1.125 -0.077
N -0.695 1.747 -0.168
N -0.956 2.281 0.951
H 0.477 -0.386 5.002
H 1.702 0.583 4.195
H 0.518 -0.344 3.247
H -0.224 1.938 5.136
H -1.851 0.478 2.995
H -2.448 1.805 4.000
H -2.022 0.257 4.732
H 1.062 2.935 3.348
H -0.649 3.333 3.151
H 1.943 1.005 1.495

Record 5
The following is a DFT calculation (wB97M-V/def2-TZVPD) of 2 unconnected molecules or ions with the total composition C6H14.

Frontier orbital gap ... 4.80 eV
Relative energy (zero: lowest compared OMol25 entry of this formula, charge and spin) ... 758.9 kJ/mol
Molecular weight ... 86.2 g/mol
2S+1 ... 1

Element x y z (Å)
C 2.361 0.574 0.060
C 1.319 -0.499 0.492
C 0.141 -0.538 -0.384
C -1.122 -1.019 0.229
C -2.386 -0.238 -0.280
C -1.992 1.269 -0.470
H 2.033 1.548 0.422
H 3.394 0.342 0.597
H 2.564 0.573 -1.012
H 1.815 -1.496 0.447
H 1.006 -0.286 1.521
H 0.212 -1.077 -1.329
H 4.295 0.249 0.830
H -1.149 -0.862 1.299
H -1.314 -2.071 0.025
H -2.543 -0.796 -1.243
H -3.281 -0.194 0.339
H -1.117 0.995 -1.108
H -1.453 1.606 0.420
H -2.786 1.919 -0.855

Record 6
The following is a DFT calculation (wB97M-V/def2-TZVPD) of a molecular structure, C12H12NO3PdS3.

Frontier orbital gap (alpha / beta) ... 6.92 / 6.10 eV
Molecular weight ... 420.9 g/mol
2S+1 ... 3
Charge ... -1

Element x y z (Å)
Pd -0.175 -0.450 -0.497
O -1.294 -2.064 -2.191
C -1.953 -1.253 -1.512
O -1.920 0.028 -1.639
C -2.967 -1.791 -0.517
C -4.031 -2.549 -0.984
C -5.004 -3.024 -0.118
C -4.912 -2.733 1.236
C -3.849 -1.985 1.714
C -2.855 -1.514 0.851
S -1.501 -0.621 1.523
H -4.088 -2.767 -2.044
H -5.828 -3.618 -0.495
H -5.665 -3.101 1.923
H -3.768 -1.755 2.770
S 4.089 0.679 -0.893
C 2.759 -0.216 -0.742
N 1.829 -0.928 -0.620
O 0.414 1.858 0.081
S 1.468 2.822 0.489
C 0.568 4.198 1.335
C 0.150 5.187 0.260
C 1.358 5.301 -0.666
C 1.759 3.872 -1.001
H 1.271 4.641 2.045
H -0.260 3.739 1.871
H -0.133 6.153 0.685
H -0.706 4.789 -0.289
H 2.173 5.808 -0.142
H 1.131 5.872 -1.568
H 2.800 3.761 -1.301
H 1.112 3.422 -1.753

Record 7
The following is a DFT calculation (wB97M-V/def2-TZVPD) of 8 unconnected molecules or ions with the total composition C15H29Br14Cl3.

Frontier orbital gap ... 10.17 eV
Relative energy (zero: lowest compared OMol25 entry of this formula, charge and spin) ... 0.0 kJ/mol
Molecular weight ... 1434.4 g/mol
2S+1 ... 1

Element x y z (Å)
Br -6.805 1.352 5.711
C -5.652 1.901 4.327
C -5.768 0.976 3.210
Br -5.130 1.803 1.615
H -4.642 1.966 4.722
H -5.939 2.901 4.031
H -6.816 0.687 3.082
H -5.241 0.040 3.353
Br 4.237 -2.438 2.806
C 5.680 -1.783 1.632
C 5.170 -1.840 0.214
Br 6.415 -0.940 -0.975
H 6.530 -2.416 1.808
H 5.854 -0.767 1.953
H 4.258 -1.277 0.117
H 5.057 -2.834 -0.174
Br 4.647 0.808 4.578
C 2.902 0.429 3.778
C 2.102 -0.358 4.816
Br 0.340 -0.748 4.143
H 3.078 -0.143 2.886
H 2.468 1.389 3.552
H 1.987 0.186 5.743
H 2.573 -1.308 5.036
Br 0.173 4.176 -2.869
C 0.190 3.208 -4.514
C -0.251 1.763 -4.361
Br -2.124 1.584 -3.871
H 1.192 3.273 -4.923
H -0.471 3.735 -5.203
H 0.259 1.301 -3.526
H -0.107 1.209 -5.276
Br -3.318 -3.257 -0.193
C -4.550 -1.841 0.237
C -5.727 -2.115 -0.526
Br -7.171 -0.955 -0.101
H -4.115 -0.913 -0.062
H -4.748 -1.913 1.293
H -6.053 -3.143 -0.444
H -5.503 -1.972 -1.587
Br 3.536 2.276 -3.379
C 4.834 2.472 -1.954
C 4.147 2.081 -0.716
Br 5.304 2.187 0.851
H 5.193 3.500 -1.892
H 5.700 1.865 -2.159
H 3.860 1.039 -0.778
H 3.315 2.712 -0.534
Br -3.222 -2.007 -4.861
C -1.855 -3.107 -4.074
C -1.211 -2.257 -3.040
Br 0.102 -3.261 -1.998
H -1.169 -3.439 -4.850
H -2.302 -4.004 -3.664
H -1.946 -1.880 -2.361
H -0.624 -1.458 -3.458
C 0.193 0.274 0.644
Cl 1.617 -0.722 0.707
Cl -0.447 0.237 -0.969
Cl 0.527 1.895 1.124
H -0.531 -0.129 1.322

Record 8
The following is a DFT calculation (wB97M-V/def2-TZVPD) of a molecular structure, C6H12.

Frontier orbital gap ... 8.99 eV
Relative energy (zero: lowest compared OMol25 entry of this formula, charge and spin) ... 381.2 kJ/mol
Molecular weight ... 84.2 g/mol
2S+1 ... 1

Element x y z (Å)
C 2.042 0.901 -0.569
C 1.388 -0.239 0.213
C 0.405 -1.067 -0.590
C -0.729 -1.577 0.229
C -1.344 -0.321 -0.388
C -1.702 0.838 0.527
H 2.418 0.536 -1.530
H 1.311 1.694 -0.777
H 2.873 1.354 -0.015
H 1.027 0.122 1.194
H 2.152 -0.998 0.454
H -0.491 -0.049 -1.172
H -0.648 -1.514 1.322
H -1.191 -2.516 -0.082
H -2.119 -0.572 -1.118
H -2.549 0.577 1.172
H -1.977 1.729 -0.049
H -0.864 1.103 1.181